1.
{"formula": "C38H105N7O14", "method": "the ωB97M-V functional and the def2-TZVPD basis", "homo_energy_ev": [0.1493, -6.6407], "gap_ev": [1.8, 8.5], "e_lumo_ev": [1.94, 1.89], "total_charge": -1, "spin_multiplicity": 2, "elements": ["H", "H", "H", "H", "C", "H", "H", "H", "H", "H", "O", "N", "O", "H", "H", "H", "H", "C", "H", "C", "H", "H", "H", "C", "C", "H", "H", "H", "H", "O", "H", "H", "H", "H", "H", "H", "C", "H", "H", "H", "H", "O", "H", "H", "C", "H", "H", "C", "O", "H", "H", "H", "C", "H", "H", "H", "C", "O", "O", "H", "H", "H", "H", "N", "C", "C", "H", "C", "H", "H", "H", "C", "H", "N", "H", "H", "H", "H", "C", "H", "H", "H", "H", "H", "C", "N", "C", "H", "H", "H", "H", "H", "C", "H", "H", "H", "H", "C", "H", "O", "H", "H", "H", "H", "C", "H", "C", "O", "H", "H", "H", "H", "O", "O", "O", "H", "H", "H", "H", "C", "C", "N", "C", "C", "C", "C", "O", "H", "C", "H", "N", "H", "C", "H", "H", "H", "C", "H", "H", "H", "H", "H", "H", "C", "C", "O", "H", "H", "H", "H", "C", "H", "C", "N", "H", "H", "C", "H", "H", "C", "C", "C", "H", "H"], "positions_angstrom": [[-6.32403, 0.77769, 0.78984], [-1.59350, -4.20640, 2.58390], [2.19309, -0.99503, 3.29462], [-0.96944, 2.28956, 1.96363], [-3.46853, -2.69387, 5.22303], [-5.20262, -5.03160, 2.12878], [0.47946, -2.27007, 0.06354], [1.91367, 4.46732, -3.07625], [-2.00779, -3.62417, -7.31428], [0.46586, 9.44775, -1.74442], [-1.33739, -3.77728, -5.30611], [-4.19944, -3.66418, 7.41589], [-5.20512, -4.07332, 2.18644], [-1.99145, -0.02713, 1.93735], [-4.38102, -2.43201, 1.44350], [-3.90805, -5.51356, 5.09932], [-2.53149, 3.69707, -1.76144], [-2.83889, 3.64030, -0.71723], [0.53381, -2.45222, -2.62955], [3.16407, 4.25647, 2.54626], [1.02521, -7.64114, 1.31383], [-0.27782, -6.62166, -0.33608], [3.24675, 3.91070, 1.51587], [-3.27666, -3.81180, 6.27148], [4.53124, 4.21053, -2.16606], [-1.21510, -3.89532, 0.74762], [2.25129, -7.39207, -2.01682], [-3.03821, 6.28408, 0.23813], [1.36548, -0.98190, -0.55435], [-3.48931, -1.40035, 5.91812], [0.05774, 1.39421, -3.41723], [-1.69029, 9.75914, -5.21306], [1.06559, 3.14016, 1.74846], [-3.55677, -3.99091, 0.83904], [-3.85947, 3.92087, -0.45683], [-1.20455, 2.63869, -3.71378], [-2.33237, -3.40455, -6.29717], [-2.80603, 0.47362, 5.60110], [-4.41772, -2.75269, 4.69042], [4.10759, 4.02324, 3.03968], [-5.07450, -3.36552, 0.19529], [2.05308, -1.80094, -5.59441], [8.07644, 3.44339, -1.22776], [2.32707, 2.70868, -2.86304], [0.91142, -1.23063, -6.26789], [0.01397, -3.87913, 2.01814], [0.00759, -1.30948, -5.66376], [1.43902, -6.70060, 0.95016], [6.15017, 3.57892, -0.36658], [-3.27816, -3.85243, -5.99224], [0.78511, -7.90831, -2.97800], [0.48124, -0.58200, 1.56531], [-0.26677, 3.23201, 3.52081], [2.87850, -2.65652, -1.89496], [-2.51590, 2.68391, -0.30603], [3.25180, -5.30593, -4.09262], [1.74149, 3.55532, -2.50469], [-1.84964, 4.61069, -0.11496], [2.06675, 3.82129, 3.34835], [-2.38739, -3.66439, 6.88432], [-0.90695, 6.66104, 1.14951], [1.51183, -5.76646, 2.71666], [-4.63992, 0.76257, 1.16503], [0.00980, 1.19358, 0.36843], [2.22200, 3.94539, -1.12466], [-2.53814, -0.52459, 5.25482], [3.82076, 5.16386, -0.48643], [-4.47364, -3.46217, 1.09957], [-2.42672, 8.41415, -1.63745], [-1.06769, 8.36239, -4.72378], [-2.24402, -5.16703, 4.93902], [2.82228, -4.78924, 1.38219], [0.29546, 2.80103, -4.41308], [-1.27850, 8.37491, 0.14386], [2.55851, -2.45338, 4.46874], [-0.10155, 6.68840, -0.34255], [2.39477, -7.72374, -3.71213], [0.47573, -5.54775, -2.83764], [2.51532, -4.91575, -3.39016], [-0.59701, 3.93096, 4.28925], [4.38715, -3.23664, -2.78740], [2.30207, -4.34481, 0.53369], [0.84156, 1.25788, -0.20091], [-0.45635, 1.41898, 4.77799], [-1.56998, -0.63276, 1.13506], [3.46454, 4.80064, -1.35895], [0.87110, 3.80587, 2.58936], [-1.88744, -4.23810, -4.66838], [1.06568, -0.15170, -6.25327], [5.98777, 2.86188, -2.30024], [-1.78762, 3.49783, 2.07017], [3.19562, 5.34580, 2.56858], [1.70963, -7.33120, -2.96074], [1.04516, 2.23467, 5.11839], [-2.60923, -2.35518, -6.19577], [0.31380, -4.99585, -4.94200], [0.02414, 8.11249, -2.46010], [-1.56363, 9.22204, -4.27307], [0.61698, 4.74988, 2.10733], [3.09922, -4.72333, -2.14803], [3.77591, -5.18497, 1.03278], [-5.56119, -0.76314, 0.71757], [-1.06438, -1.96816, -3.33792], [-1.54733, -0.80902, 5.60907], [-5.55263, 0.17610, 1.27059], [-1.82102, 8.70573, 0.92892], [0.34591, 1.99532, 4.31723], [-0.44427, -1.13188, -1.52254], [-1.07129, -3.05470, -2.02019], [-2.64159, -2.72854, 4.51375], [-2.24488, -0.54050, 0.28413], [-5.04289, -4.12499, 7.10548], [-0.74599, -5.68773, 1.48284], [2.00248, -2.89329, 2.56257], [-6.04667, 0.14605, 2.60243], [-0.75049, 1.43380, -0.25154], [5.18575, 5.04795, -2.40779], [2.16742, -3.99472, -3.85791], [4.88374, 2.18691, -1.15169], [-1.60098, 8.96589, -1.18818], [7.41815, 4.18005, -0.76722], [2.15366, -5.91112, 1.95034], [-0.94066, -4.31071, 1.71728], [-2.15987, 5.99308, -0.33801], [3.63961, -3.42713, -2.01734], [0.18776, -5.92712, 0.36316], [0.35788, 3.08740, -2.32189], [0.84532, -1.56191, -7.30422], [2.01139, -2.01470, 3.63429], [1.52203, 4.54687, -0.54469], [-1.39730, 2.81995, 2.70910], [2.51072, 3.08868, -0.51573], [-0.15887, -0.25288, 0.74675], [0.93491, 1.40955, 3.61150], [4.27528, -3.44016, -1.13198], [-3.82335, -4.42389, 7.96497], [-1.06069, 6.94358, 0.10804], [0.96857, -1.89757, 3.92907], [2.09720, -7.04077, 0.15068], [4.02927, -3.17068, 2.24942], [-1.93695, 9.96868, -0.92429], [-2.56162, 9.04136, -3.87374], [-1.63306, -1.68194, 1.42376], [-3.04506, -5.18429, 5.67804], [1.31625, -5.87406, -3.45014], [-0.75956, 9.83582, -3.30825], [0.46132, -5.05785, -0.23488], [1.94433, -2.75419, -5.62721], [-6.20056, 1.02323, 2.96086], [7.77128, 4.50234, 0.21233], [-0.15471, 2.46144, -3.48027], [-0.16830, -6.38653, -4.62042], [5.33793, 3.12655, -1.46612], [0.70883, -5.91028, -4.77507], [-2.64990, -0.61144, 4.17404], [-2.72426, -5.89601, 6.43873], [3.11007, -3.74066, 2.38472], [7.28735, 5.06919, -1.38399], [4.29537, 3.77925, -3.13892], [-0.44218, 9.06566, -2.21086], [-0.51143, -2.21480, -2.43155], [0.33764, -1.26035, -0.32178], [3.36502, -4.17185, 3.35280], [-2.27602, 6.10104, -1.41641]]}

2.
{"formula": "C5H15N3O", "method": "the ωB97M-V functional and the def2-TZVPD basis", "homo_energy_ev": -9.0283, "gap_ev": 9.9, "smiles": "[H]/N=C(\\N)NCCCC.O", "e_lumo_ev": 0.89, "total_charge": 0, "spin_multiplicity": 1, "elements": ["H", "H", "H", "C", "C", "H", "H", "H", "H", "H", "H", "H", "C", "N", "H", "O", "H", "C", "C", "H", "N", "H", "N", "H"], "positions_angstrom": [[-1.03822, -1.27232, 1.11147], [-0.70049, 1.24615, 2.58223], [-3.39745, -0.78685, 0.35863], [0.92439, 0.28444, 1.47719], [0.96468, 0.60203, -0.94958], [-2.20074, 0.16448, -0.53040], [0.33297, -1.94103, -1.73902], [-3.16074, 0.92822, 0.70962], [0.32761, 0.65936, -2.81818], [1.99278, 2.16476, -0.06835], [1.50399, 2.40819, -1.67774], [1.09068, -0.51414, 2.20343], [-0.52040, 0.76828, 1.61286], [0.40391, 0.09369, -1.97899], [-2.00514, -0.59407, 2.43023], [0.18343, -2.72056, -1.15821], [1.61653, 1.08749, 1.75404], [-1.55251, -0.36765, 1.45426], [-2.64055, -0.00386, 0.45022], [-0.75366, -2.87804, -1.21133], [1.25352, -0.20819, 0.14434], [0.97905, -1.17134, -0.03098], [1.34590, 1.92105, -0.81045], [-0.72305, 1.55480, 0.88561]]}

3.
{"formula": "H6P4S", "method": "the ωB97M-V functional and the def2-TZVPD basis", "homo_energy_ev": -8.2672, "gap_ev": 7.7, "smiles": "[PH2]#[PH]P(#[PH2])S", "e_lumo_ev": -0.55, "total_charge": 0, "spin_multiplicity": 1, "elements": ["P", "H", "H", "H", "H", "S", "H", "P", "P", "H", "P"], "positions_angstrom": [[-2.22901, 0.43338, 0.98175], [2.44880, -0.69359, -1.77119], [2.68125, 1.07327, 0.05025], [1.41622, 1.92812, 1.25543], [-3.41378, 0.13652, 0.24797], [1.65154, -1.77058, -1.45941], [-1.62971, 1.51520, 0.35207], [-1.23934, -0.91843, -0.36287], [1.32986, 1.28948, 0.01474], [-1.66514, -2.22508, 0.14937], [0.64932, -0.76828, 0.54189]]}

4.
{"formula": "C2H2BrN3", "method": "the ωB97M-V functional and the def2-TZVPD basis", "homo_energy_ev": [-6.0217, -10.1330], "gap_ev": [6.3, 5.4], "e_lumo_ev": [0.27, -4.74], "total_charge": 0, "spin_multiplicity": 3, "elements": ["N", "Br", "N", "H", "C", "C", "H", "N"], "positions_angstrom": [[2.42225, -1.17807, -0.27037], [-3.60901, -0.60453, -0.07841], [0.83835, 0.57441, 0.05999], [3.16986, -1.43369, 0.32572], [1.55607, -0.38338, -0.14127], [-0.31826, 1.10692, -0.05523], [-2.62982, 0.50001, 0.29362], [-1.42943, 1.41833, -0.13406]]}

5.
{"formula": "C10H15AsF6Na", "method": "the ωB97M-V functional and the def2-TZVPD basis", "homo_energy_ev": [-8.1598, -8.0458], "gap_ev": [7.8, 6.2], "e_lumo_ev": [-0.39, -1.87], "total_charge": 0, "spin_multiplicity": 2, "elements": ["H", "H", "C", "F", "C", "C", "H", "C", "C", "H", "H", "H", "C", "C", "H", "C", "H", "F", "F", "H", "F", "H", "F", "H", "H", "H", "F", "Na", "H", "As", "H", "C", "C"], "positions_angstrom": [[-1.31699, 3.04161, -1.95551], [-2.86377, -1.51503, -0.45376], [-2.44800, -1.05267, -1.39328], [0.11028, 0.21888, 5.81708], [0.07416, -1.07848, -0.80924], [1.12790, -0.12859, -0.83361], [-0.33289, -3.10417, -1.49401], [0.21733, -2.56139, -0.68862], [-0.79808, 1.00438, -1.44236], [1.28485, -2.83891, -0.77051], [-3.17982, -0.33569, -1.79787], [-2.58607, 2.07217, -1.06629], [-1.78035, 2.03771, -1.85373], [1.31648, 2.40587, -1.44216], [1.41910, 2.53422, -2.55712], [0.58051, 1.16413, -1.19465], [2.98461, -0.54068, -1.78968], [-0.01260, -0.87168, 2.41212], [-1.16709, 0.84076, 3.67338], [2.70349, -1.46831, -0.30208], [-1.08335, -1.66323, 4.67027], [3.16629, 0.22904, -0.15628], [1.42644, -1.52955, 4.33464], [-2.27720, 1.73962, -2.81374], [-2.32096, -1.89785, -2.09400], [-0.16352, -2.97918, 0.30078], [1.29745, 0.85639, 3.67844], [0.06623, 1.13476, 1.73465], [2.30420, 2.31768, -0.97121], [0.05704, -0.42066, 4.20796], [0.75808, 3.26047, -1.02170], [-1.13257, -0.38684, -1.16771], [2.56882, -0.48479, -0.76020]]}

Values for E_tot, eV, ordered as above
-80191.2212; -11946.7495; -48085.7780; -76612.2880; -92176.9190